[1]
The following is a quantum chemistry calculation of a molecular structure, C38H32N11O6STi at a distorted geometry, from OMol25.

```
! wB97M-V def2-TZVPD RIJCOSX def2/J DEFGRID3
* xyz -1 3
Ti 2.20 -0.71 -1.59
O 1.70 1.29 -1.94
C 1.54 1.78 -3.13
C 2.18 3.00 -3.50
C 1.86 3.71 -4.64
C 0.83 3.19 -5.48
C 0.45 1.85 -5.31
C 0.77 1.15 -4.14
C 0.17 -0.22 -3.96
N 0.41 -1.13 -2.99
C -0.22 -2.27 -3.31
C -0.98 -2.07 -4.47
N -0.65 -0.82 -4.85
H 3.03 3.27 -2.88
H 2.44 4.60 -4.95
H 0.67 3.74 -6.40
H -0.10 1.38 -6.07
H -0.14 -3.09 -2.62
H -1.51 -2.78 -5.03
H -1.12 -0.37 -5.58
C -1.86 2.60 -2.87
N -1.98 1.22 -2.40
C -1.24 0.56 -1.50
N -1.90 -0.50 -1.11
C -3.04 -0.51 -1.95
N -3.13 0.56 -2.68
C -2.68 3.46 -1.93
C -3.20 4.64 -2.42
C -3.91 5.49 -1.62
C -3.99 5.18 -0.28
C -3.51 3.99 0.22
C -2.83 3.11 -0.60
C -3.76 3.53 1.56
N -4.66 3.81 2.47
N -4.40 2.99 3.55
C -3.38 2.22 3.23
O -2.85 2.56 2.00
C -2.71 1.18 3.98
C -3.15 1.03 5.33
C -2.58 0.00 6.03
C -1.57 -0.78 5.40
C -1.20 -0.61 4.10
C -0.12 -1.53 3.54
N 0.64 -0.90 2.50
C 0.45 -0.97 1.16
N 1.22 -0.04 0.62
C 1.93 0.52 1.67
N 1.57 -0.01 2.81
C -1.75 0.39 3.36
H -2.18 2.62 -3.92
H -0.81 2.82 -2.80
H -0.27 0.88 -1.07
H -3.77 -1.26 -1.81
H -3.09 4.74 -3.51
H -4.27 6.47 -1.97
H -4.49 5.85 0.45
H -2.27 2.24 -0.24
H -3.89 1.64 5.84
H -2.87 -0.33 7.04
H -1.19 -1.60 6.04
H -0.63 -2.39 3.10
H 0.54 -1.81 4.26
H -0.16 -1.65 0.60
H 2.70 1.26 1.66
H -1.29 0.61 2.39
C 1.90 -4.29 5.37
C 2.43 -3.90 4.08
C 2.01 -4.42 2.85
C 2.48 -3.97 1.62
C 3.36 -2.87 1.59
C 3.91 -2.40 2.80
C 3.39 -2.88 4.02
S 3.89 -2.32 0.02
O 5.21 -2.87 -0.08
O 3.91 -0.83 0.13
N 2.79 -2.79 -0.97
C 3.37 -3.49 -2.14
C 3.72 -2.58 -3.28
O 4.29 -3.04 -4.26
O 3.48 -1.33 -3.17
H 1.14 -5.03 5.27
H 1.41 -3.47 5.84
H 2.65 -4.57 6.14
H 1.24 -5.18 2.89
H 2.11 -4.29 0.69
H 4.61 -1.55 2.70
H 3.79 -2.51 4.97
H 2.67 -4.27 -2.55
H 4.26 -3.98 -1.87
*
```

Computed properties:
Frontier orbital gap (spin up / spin down) = 4.41 / 6.80 eV
LUMO level (spin up / spin down) = 1.61 / 1.61 eV

List of Löwdin charges in e, atom by atom: Ti 0.87; O -0.21; C -0.39; C -0.02; C -0.09; C -0.11; C -0.07; C -0.09; C -0.23; N 0.02; C -0.12; C -0.07; N 0.10; H 0.11; H 0.10; H 0.08; H 0.08; H 0.10; H 0.09; H 0.13; C -0.06; N -0.15; C -0.22; N 0.09; C -0.18; N 0.11; C -0.18; C -0.04; C -0.07; C -0.04; C -0.16; C 0.06; C -0.25; N 0.10; N 0.09; C -0.27; O 0.10; C -0.12; C -0.02; C -0.07; C -0.04; C -0.20; C -0.07; N -0.13; C -0.12; N 0.04; C -0.16; N 0.13; C 0.05; H 0.14; H 0.12; H 0.12; H 0.08; H 0.12; H 0.11; H 0.13; H 0.13; H 0.12; H 0.11; H 0.12; H 0.15; H 0.08; H 0.12; H 0.12; H 0.13; C -0.08; C -0.32; C -0.04; C -0.04; C -0.28; C -0.04; C -0.05; S 0.54; O -0.28; O -0.38; N -0.28; C -0.19; C -0.70; O 0.01; O -0.13; H 0.07; H 0.06; H 0.10; H 0.10; H 0.08; H 0.13; H 0.12; H 0.13; H 0.08

[2]
The following is a quantum chemistry calculation of a molecular structure, C38H33As2N4O4PdSe at a distorted geometry, from OMol25.

```
! wB97M-V def2-TZVPD RIJCOSX def2/J DEFGRID3
* xyz -1 1
Pd 0.38 -0.50 0.09
C 3.99 -1.49 -0.86
C 3.79 -0.03 -0.60
N 2.62 0.55 -0.43
C 2.87 1.86 -0.18
C 4.21 2.10 -0.21
N 4.79 0.87 -0.49
C 5.08 3.28 -0.08
O 4.48 4.41 0.20
O 6.29 3.15 -0.23
C 1.76 2.80 0.18
O 2.13 4.00 0.37
O 0.62 2.32 0.27
H 3.01 -1.95 -0.97
H 4.50 -1.97 -0.02
H 4.58 -1.66 -1.76
H 5.78 0.75 -0.59
H 3.45 4.23 0.33
C -1.91 -2.88 1.03
C -2.39 -1.47 1.32
As -2.84 -0.10 -0.08
C -4.56 -0.98 -0.49
C -4.67 -2.28 -0.99
C -5.91 -2.87 -1.19
C -7.07 -2.17 -0.89
C -6.98 -0.88 -0.41
C -5.74 -0.29 -0.21
C -1.94 -0.36 -1.81
C -2.59 -0.84 -2.94
C -1.98 -0.81 -4.19
C -0.69 -0.30 -4.32
C -0.04 0.20 -3.21
C -0.65 0.20 -1.97
As -0.20 -2.83 0.05
C 0.74 -4.41 0.79
C 0.44 -5.01 2.01
C 1.18 -6.10 2.46
C 2.23 -6.59 1.70
C 2.55 -5.98 0.49
C 1.81 -4.90 0.04
C -0.76 -3.76 -1.58
C -0.26 -3.33 -2.80
C -0.60 -3.98 -3.98
C -1.45 -5.07 -3.94
C -1.95 -5.52 -2.73
C -1.60 -4.87 -1.55
H -2.65 -3.46 0.47
H -1.77 -3.40 1.98
H -1.65 -0.97 1.96
H -3.33 -1.49 1.89
H -3.78 -2.84 -1.25
H -5.97 -3.88 -1.57
H -8.04 -2.63 -1.05
H -7.88 -0.32 -0.18
H -5.67 0.72 0.17
H -3.60 -1.22 -2.87
H -2.51 -1.19 -5.05
H -0.21 -0.29 -5.29
H 0.95 0.64 -3.30
H -0.19 0.81 -1.17
H -0.35 -4.63 2.63
H 0.94 -6.55 3.41
H 2.81 -7.44 2.05
H 3.37 -6.36 -0.11
H 2.05 -4.44 -0.91
H 0.39 -2.46 -2.82
H -0.21 -3.62 -4.92
H -1.72 -5.57 -4.86
H -2.60 -6.38 -2.69
H -1.97 -5.25 -0.61
Se 0.08 1.07 2.74
N 1.27 -0.10 2.17
C 1.42 -1.02 3.13
C 2.32 -2.12 3.05
C 2.39 -2.98 4.10
C 1.57 -2.80 5.26
C 0.69 -1.77 5.36
C 0.59 -0.83 4.28
N -0.21 0.23 4.28
H 2.90 -2.26 2.15
H 3.05 -3.83 4.05
H 1.65 -3.51 6.07
H 0.06 -1.64 6.23
*
```

Computed properties:
Frontier orbital gap = 5.77 eV
LUMO level = 1.82 eV

List of Löwdin charges in e, atom by atom: Pd 0.19; C -0.01; C -0.36; N 0.13; C -0.14; C -0.09; N 0.17; C -0.52; O 0.10; O 0.05; C -0.58; O 0.02; O -0.13; H 0.05; H 0.07; H 0.08; H 0.16; H 0.01; C -0.40; C -0.48; As 1.31; C -0.41; C -0.13; C -0.09; C -0.11; C -0.10; C -0.13; C -0.41; C -0.12; C -0.11; C -0.11; C -0.10; C -0.22; As 1.27; C -0.37; C -0.12; C -0.10; C -0.10; C -0.09; C -0.12; C -0.37; C -0.13; C -0.09; C -0.10; C -0.09; C -0.12; H 0.04; H 0.05; H -0.02; H 0.06; H 0.08; H 0.10; H 0.09; H 0.10; H 0.09; H 0.08; H 0.10; H 0.10; H 0.11; H 0.05; H 0.09; H 0.10; H 0.09; H 0.10; H 0.09; H 0.09; H 0.10; H 0.09; H 0.10; H 0.10; Se 1.18; N -0.28; C -0.39; C -0.03; C -0.10; C -0.10; C -0.04; C -0.41; N -0.24; H 0.10; H 0.10; H 0.09; H 0.10

ΔE to the lowest compared entry with this formula, charge and spin, respectively: 13.9; 29.0 kcal per mole.
Total energy, respectively: -102554.883; -244597.761 eV.